{"formula": "C11H10Cl2CoN2OS2", "method": "the ωB97M-V functional and the def2-TZVPD basis", "elements": ["Co", "O", "N", "C", "C", "C", "C", "C", "S", "H", "H", "H", "H", "S", "C", "C", "C", "C", "C", "N", "H", "H", "H", "H", "Cl", "C", "Cl", "H", "H"], "coordinates": [[-0.05658, -0.07085, -1.10265], [-1.13828, -0.39856, 0.69658], [-2.00550, 0.52008, 1.06602], [-2.63604, 0.31127, 2.24687], [-3.56027, 1.18044, 2.75030], [-3.86527, 2.32312, 2.00272], [-3.23050, 2.52136, 0.80573], [-2.25954, 1.62670, 0.28819], [-1.43039, 1.85094, -1.18729], [-2.32810, -0.59975, 2.73606], [-4.02385, 0.96842, 3.70353], [-4.59227, 3.04183, 2.36416], [-3.44047, 3.39132, 0.19814], [1.59487, 0.28571, -3.06722], [2.58893, 0.28989, -1.66020], [3.99685, 0.44657, -1.63206], [4.67490, 0.38755, -0.43747], [3.97411, 0.17321, 0.75394], [2.60397, 0.04475, 0.66420], [1.92815, 0.10775, -0.48747], [4.51263, 0.60422, -2.56993], [5.75440, 0.50119, -0.42010], [4.47362, 0.11900, 1.71232], [1.99317, -0.10655, 1.54800], [-0.62003, -2.26352, -1.69494], [-0.80455, -3.94667, -2.29835], [0.31860, -5.10965, -1.54326], [-0.60930, -3.93552, -3.36188], [-1.81325, -4.26424, -2.07396]], "mulliken_spin": [1.93, 0.02, 0.00, 0.00, 0.01, -0.01, 0.00, -0.01, 0.03, 0.00, 0.00, 0.00, 0.00, 0.03, 0.00, 0.01, -0.01, 0.00, -0.01, 0.02, 0.00, 0.00, 0.00, 0.00, 0.00, -0.01, 0.00, 0.00, 0.00], "multiplicity": 3, "e_above_lowest_kcal_mol": 0.0, "e_homo_ha": [-0.11997, -0.10654], "charge": -1, "homo_lumo_gap_ev": [6.160, 5.795]}

{"formula": "C11H10F6O9S2", "method": "the ωB97M-V functional and the def2-TZVPD basis", "elements": ["C", "C", "F", "C", "C", "C", "S", "O", "O", "C", "F", "F", "C", "F", "F", "F", "C", "O", "O", "C", "O", "H", "H", "H", "H", "H", "H", "C", "C", "O", "S", "O", "O", "O", "H", "H", "H", "H"], "coordinates": [[-0.56147, 3.87116, 1.08418], [-1.81174, 2.92425, 0.69423], [-2.94462, 3.33102, 1.48868], [-1.43877, 1.46047, 1.10656], [-2.05114, 0.20356, 0.39892], [-1.44647, -0.54429, -0.67220], [0.01898, -0.18919, -1.70989], [1.31215, 0.06505, -1.04914], [0.10273, -1.29932, -2.70754], [-0.61947, 1.24623, -2.78522], [-0.72286, 0.86795, -4.14156], [-1.94287, 1.61557, -2.42560], [0.24246, 2.57078, -2.73615], [0.77558, 2.90877, -1.50263], [-0.59319, 3.66193, -3.08879], [1.20486, 2.55818, -3.76798], [-2.30716, -1.84780, -0.62531], [-1.73010, -2.93328, -0.70079], [-3.58028, -1.82835, 0.00420], [-3.44242, -0.51613, 0.52071], [-4.45428, 0.17619, 0.62055], [-0.50447, 4.71223, 0.32004], [-0.68986, 4.28951, 2.13755], [0.43088, 3.31933, 1.07742], [-2.03861, 3.01881, -0.41688], [-0.30578, 1.29485, 1.08982], [-1.72493, 1.34683, 2.21624], [2.16039, -4.18880, 1.10668], [3.30066, -3.46227, 0.41222], [3.36628, -2.18520, 1.04831], [2.92542, -2.34249, 2.60068], [4.11055, -2.45166, 3.39532], [1.89059, -1.39229, 2.87423], [2.25828, -3.81511, 2.48296], [1.19024, -3.85254, 0.73012], [2.23475, -5.27096, 0.99984], [3.13183, -3.35065, -0.65841], [4.25388, -3.97231, 0.57864]], "nbo_charge": [-0.66, 0.21, -0.37, -0.52, 0.09, -0.40, 2.01, -0.82, -0.86, 0.40, -0.28, -0.31, 0.92, -0.30, -0.32, -0.30, 0.74, -0.49, -0.44, 0.71, -0.46, 0.23, 0.24, 0.22, 0.19, 0.27, 0.28, -0.10, -0.10, -0.68, 2.52, -0.88, -0.90, -0.68, 0.20, 0.21, 0.22, 0.19], "multiplicity": 1, "e_homo_ha": -0.41737, "charge": 0, "smiles": "C[C@H](F)CC1=C(S(=O)(=O)C(F)(F)C(F)(F)F)C(=O)OC1=O.O=S1(=O)OCCO1", "homo_lumo_gap_ev": 9.202}

| no. | strongest force on any atom (hartree/bohr) |
| --- | --- |
| 1 | 0.021 |
| 2 | 0.124 |